No. 1
Computed, not measured: a 11-piece molecular cluster, C40H72N10O8 overall in a non-equilibrium geometry, with ωB97M-V/def2-TZVPD.

As for the SMILES: CNC(C)=O.CNC(C)=O.CNC(C)=O.CNC(C)=O.CNC(C)=O.CNC(C)=O.CNC(C)=O.c1ccncc1.c1ccncc1.c1ccncc1.C1CCOC1. The value obtained for the electronic energy is -2716.9633 hartree.

XYZ file:
```
130
C40H72N10O8 (ωB97M-V/def2-TZVPD)
C 3.3629 -0.9357 -1.3431
C 3.8022 -1.5660 -0.0365
C 5.2795 -1.7278 -0.3544
O 5.6744 -0.5074 -0.9999
C 4.5782 -0.0241 -1.6951
H 2.4128 -0.4093 -1.2590
H 3.2505 -1.7513 -2.0600
H 3.3705 -2.5544 0.1838
H 3.6826 -0.9521 0.8560
H 5.4618 -2.5998 -1.0107
H 5.9307 -1.8839 0.5123
H 4.6919 -0.0229 -2.7792
H 4.3304 0.9904 -1.3641
C -1.7373 -4.1745 0.6879
C -2.9190 -3.8321 1.5298
O -2.9699 -2.8239 2.2622
N -3.8802 -4.7786 1.5369
C -5.1230 -4.6442 2.2643
H -0.8432 -3.7044 1.0852
H -1.8506 -3.8421 -0.3467
H -1.5824 -5.2533 0.6518
H -3.7954 -5.5957 0.9653
H -5.2933 -3.5907 2.4741
H -5.0939 -5.1741 3.2230
H -5.9392 -5.0631 1.6836
C 3.5617 -0.2470 -7.1242
C 3.0594 -0.2219 -5.6928
O 3.5603 -0.8669 -4.8108
N 1.9940 0.5788 -5.4599
C 1.4254 0.7385 -4.1543
H 4.5351 -0.7190 -7.1400
H 3.5576 0.7630 -7.5319
H 2.8881 -0.8364 -7.7526
H 1.5925 1.0613 -6.2368
H 0.5703 0.0967 -3.9562
H 1.0776 1.7743 -4.0944
H 2.1843 0.5852 -3.3962
C 4.0052 0.1326 3.4598
C 2.7373 0.8395 3.8892
O 1.8602 1.1103 3.0788
N 2.6236 1.0807 5.2071
C 1.4851 1.7663 5.7711
H 3.7145 -0.4698 2.6018
H 4.3959 -0.4924 4.2530
H 4.7171 0.8653 3.0842
H 3.4253 0.9011 5.7734
H 1.6906 2.0624 6.7958
H 0.6042 1.1214 5.7791
H 1.2072 2.6549 5.2035
C -2.3594 4.0785 0.6903
C -0.8960 4.4723 0.8048
O -0.3188 5.0837 -0.0926
N -0.3190 4.1152 1.9688
C 1.0251 4.3645 2.3011
H -2.8733 4.2531 1.6370
H -2.4504 3.0255 0.4202
H -2.8414 4.6846 -0.0701
H -0.8607 3.5456 2.6309
H 1.6812 3.5125 2.1101
H 1.1038 4.6260 3.3579
H 1.4048 5.2196 1.7416
C -1.1577 3.3044 -3.0118
C 0.1408 3.8329 -3.5470
O 0.4369 3.7231 -4.7432
N 0.9101 4.4778 -2.6242
C 2.2055 5.0691 -2.8743
H -1.6432 2.6688 -3.7381
H -1.8216 4.1201 -2.7104
H -0.9797 2.7453 -2.0836
H 0.5254 4.6112 -1.6850
H 2.9174 4.7098 -2.1143
H 2.1750 6.1564 -2.7698
H 2.5966 4.7815 -3.8408
C -0.7767 -0.4277 0.7128
C -0.1008 0.5314 -0.2481
O -0.3554 0.5269 -1.4548
N 0.8780 1.3044 0.2625
C 1.7720 2.0742 -0.5585
H -0.2652 -0.5143 1.6617
H -0.7601 -1.3906 0.1911
H -1.8342 -0.1986 0.8458
H 0.9702 1.4252 1.2660
H 1.5569 3.1380 -0.4428
H 1.7347 1.7866 -1.5951
H 2.7748 1.9442 -0.1346
C 0.1783 -2.5492 4.2133
C -0.8028 -2.3322 5.3380
O -0.4408 -2.0333 6.4356
N -2.0958 -2.5570 5.0395
C -3.1193 -2.4548 6.0064
H 0.2522 -3.6179 3.9819
H 1.1637 -2.2659 4.5646
H -0.1043 -2.0081 3.3178
H -2.4087 -2.7883 4.1070
H -2.9745 -3.1854 6.8027
H -4.0772 -2.6924 5.5411
H -3.2184 -1.4678 6.4553
N -3.7752 -1.1896 -6.3668
C -2.6035 -0.5620 -6.4245
C -1.8573 -0.2419 -5.3302
C -2.3762 -0.5574 -4.0788
C -3.5898 -1.2120 -3.9987
C -4.2429 -1.5164 -5.1753
H -2.2548 -0.3713 -7.4357
H -0.9454 0.3296 -5.3927
H -1.7845 -0.3365 -3.1899
H -3.9689 -1.5436 -3.0391
H -5.2136 -2.0075 -5.1610
N -1.6704 2.4416 4.1295
C -2.0380 1.1809 3.9453
C -3.3096 0.7215 4.1601
C -4.2811 1.6284 4.5250
C -3.9085 2.9451 4.7184
C -2.5860 3.2773 4.5641
H -1.2688 0.4966 3.5993
H -3.6064 -0.3033 3.9782
H -5.3042 1.3106 4.6799
H -4.6546 3.6777 5.0030
H -2.2873 4.3137 4.7068
N 0.0608 -5.3252 -3.1280
C -0.1977 -4.3667 -4.0022
C 0.0521 -3.0354 -3.7663
C 0.5697 -2.6484 -2.5487
C 0.8496 -3.6447 -1.6232
C 0.5665 -4.9424 -1.9689
H -0.6732 -4.6836 -4.9254
H -0.1340 -2.3308 -4.5668
H 0.7155 -1.5974 -2.3169
H 1.2173 -3.4590 -0.6225
H 0.6789 -5.7351 -1.2292
```

Here are the Mulliken charges for atoms 1 to 6, given in e:
1. C 1.209
2. C 0.538
3. C -0.823
4. O -0.494
5. C -0.116
6. H -1.127

No. 2
Computed, not measured: a 2-piece molecular cluster, C14H16 overall in a non-equilibrium geometry, with ωB97M-V/def2-TZVPD.

The calculation puts the energy relative to the best compared isomer or geometry (same formula, charge and spin) at 28.0 kcal/mol. As for the charge: +1. Its spin multiplicity is 2.

XYZ file:
```
30
C14H16 (ωB97M-V/def2-TZVPD)
C 1.1152 -3.2662 -1.5400
C 0.6206 -1.2175 2.1019
C 1.3532 -2.4270 2.0733
C -0.1270 -0.7565 0.9948
C 1.4363 -3.1780 0.9305
C 0.0459 -1.4437 -0.1881
C 0.7662 -2.6687 -0.2237
H 0.5944 -0.6137 3.0021
H 1.8329 -2.9282 2.8961
H -0.6704 0.1299 1.2812
H 2.0155 -4.0894 0.7821
H -0.2571 -0.9013 -1.0936
H 2.1718 -3.4589 -1.7204
H 0.7165 -2.6975 -2.3829
H 0.5661 -4.2255 -1.5624
C -3.1501 2.3213 -0.1549
C -0.7714 2.4526 0.5995
C -1.6463 2.2302 -0.4597
C 0.6130 2.4044 0.5091
C -1.1777 1.7624 -1.6858
C 1.1197 2.1281 -0.7955
C 0.1983 1.8787 -1.8004
H -1.2026 2.5333 1.5846
H 1.2664 2.6730 1.3113
H -3.6245 2.6308 -1.0889
H -3.3307 2.9217 0.7207
H -1.7869 1.5008 -2.5297
H 2.1716 2.2948 -0.9472
H 0.8550 1.5572 -2.6155
H -3.6402 1.3495 -0.1023
```

Here are the natural (NBO) charges for atoms 1 to 6, given in e:
1. C -0.687
2. C 0.033
3. C -0.183
4. C -0.167
5. C -0.174
6. C -0.169